Entry 1:
Molecular formula: C36H41N8O2SZr
Method: DFT, ωB97M-V/def2-TZVPD

Summary:
Charge = +1
Energy above the lowest of the compared OMol25 structures with the same formula, charge and spin = 158.7 kJ/mol
E_LUMO = -2.964 eV
Total energy = -66124.196 eV
Frontier orbital gap = 6.82 eV

The geometry in XYZ format:
```
89
Properties=species:S:1:pos:R:3:forces:R:3:lowdin_charge:R:1
Zr -0.973 -0.139 -0.030 -0.15 0.14 -0.93 1.433
C -2.993 1.526 2.143 -0.04 -0.04 -0.10 -0.153
C -2.070 1.956 3.283 0.00 -0.03 0.01 -0.114
C -0.753 2.576 2.882 -0.01 0.01 -0.02 -0.318
C 0.238 2.839 3.824 0.01 -0.04 0.00 -0.027
C 1.406 3.444 3.400 0.00 0.00 0.01 -0.068
C 1.553 3.762 2.055 0.02 -0.02 -0.01 -0.066
C 0.514 3.456 1.196 0.01 -0.03 0.01 -0.135
N -0.618 2.885 1.604 0.00 0.05 -0.06 0.095
N -2.808 0.165 1.504 -0.24 -0.12 0.38 -0.208
C -2.722 -0.851 2.577 -0.06 -0.05 -0.03 -0.184
C -2.349 -2.217 2.070 -0.04 -0.03 -0.03 -0.304
C -2.351 -3.294 2.947 -0.04 0.03 0.01 0.007
C -2.013 -4.545 2.475 0.00 -0.03 0.00 -0.023
C -1.701 -4.689 1.130 0.00 -0.01 -0.02 -0.027
C -1.717 -3.567 0.331 -0.04 0.02 0.01 -0.114
N -2.023 -2.340 0.780 0.14 -0.24 0.22 0.009
C -4.079 -0.183 0.779 0.03 0.02 0.00 -0.139
C -4.307 0.396 -0.612 -0.19 -0.26 -0.13 -0.248
C -4.543 1.881 -0.594 -0.02 0.00 0.01 -0.056
C -4.145 2.678 -1.575 -0.04 0.04 0.01 -0.060
C -3.397 2.119 -2.688 0.03 -0.01 0.00 -0.057
C -2.996 0.855 -2.640 -0.03 0.01 -0.09 -0.116
N -3.244 -0.029 -1.556 0.31 -0.09 0.30 -0.128
H -2.926 2.256 1.339 0.03 0.01 0.01 0.106
H -4.014 1.529 2.538 0.01 0.01 0.00 0.122
H -1.894 1.165 4.012 0.00 0.03 0.02 0.103
H -2.638 2.712 3.834 0.00 0.02 -0.02 0.133
H 0.096 2.565 4.862 0.01 -0.01 0.00 0.118
H 2.198 3.658 4.105 0.00 0.00 0.00 0.110
H 2.457 4.224 1.682 0.00 0.00 0.00 0.104
H 0.579 3.662 0.132 0.01 0.00 0.00 0.110
H -3.691 -0.924 3.089 0.03 0.05 0.07 0.150
H -1.983 -0.556 3.316 0.06 0.01 -0.06 0.078
H -2.613 -3.139 3.985 0.00 0.00 0.00 0.131
H -2.001 -5.399 3.139 0.00 0.00 0.00 0.122
H -1.448 -5.651 0.708 0.00 0.00 0.00 0.117
H -1.482 -3.639 -0.721 0.06 0.00 -0.02 0.098
H -4.923 0.118 1.409 -0.01 0.01 0.00 0.135
H -4.122 -1.267 0.709 0.00 0.02 -0.02 0.106
H -5.140 2.252 0.230 0.01 0.01 0.00 0.118
H -4.375 3.734 -1.558 0.01 0.00 0.00 0.114
H -3.114 2.734 -3.529 -0.01 -0.01 -0.01 0.111
H -2.379 0.448 -3.426 0.00 -0.01 0.00 0.113
S 0.433 -0.563 2.093 -0.04 -0.02 -0.03 0.625
C 1.966 0.187 1.700 -0.12 -0.02 -0.02 -0.791
N 2.813 0.407 2.639 -0.07 0.04 -0.01 0.040
N 4.049 0.865 2.339 0.09 0.08 0.12 0.013
C 4.875 0.298 1.322 0.11 0.03 -0.05 -0.273
C 4.731 -1.025 0.915 0.04 -0.07 0.01 -0.052
C 5.582 -1.543 -0.047 -0.01 -0.01 0.01 -0.087
C 6.588 -0.757 -0.600 0.01 0.02 0.01 -0.096
C 6.737 0.554 -0.176 0.00 -0.02 -0.02 -0.081
C 5.878 1.086 0.778 -0.03 -0.01 0.00 -0.029
N 2.313 0.534 0.384 -0.01 0.09 -0.04 0.066
N 1.471 0.356 -0.509 -0.12 -0.04 0.05 -0.033
C 1.971 0.703 -1.818 0.00 -0.01 -0.07 -0.234
C 1.075 1.060 -2.819 -0.05 0.06 -0.04 -0.045
C 1.551 1.347 -4.090 0.03 -0.01 0.01 -0.069
C 2.908 1.266 -4.367 0.01 -0.01 0.01 -0.071
C 3.797 0.905 -3.362 0.00 0.01 -0.04 -0.059
C 3.336 0.625 -2.088 0.00 -0.06 0.04 -0.002
H 4.549 1.042 3.196 0.02 -0.04 0.00 0.139
H 3.959 -1.646 1.352 0.01 0.01 -0.01 0.113
H 5.471 -2.574 -0.356 0.00 0.00 0.00 0.106
H 7.253 -1.169 -1.347 0.00 0.00 0.00 0.104
H 7.518 1.176 -0.594 0.00 0.00 0.00 0.107
H 5.973 2.117 1.094 -0.01 0.00 0.00 0.115
H 0.027 1.175 -2.578 0.02 -0.02 0.00 0.072
H 0.857 1.648 -4.864 0.00 0.00 0.00 0.107
H 3.274 1.487 -5.361 0.00 0.00 0.00 0.108
H 4.856 0.836 -3.570 0.00 0.00 0.00 0.109
H 4.025 0.331 -1.308 -0.01 0.01 0.00 0.081
C -3.386 -1.417 -1.999 -0.02 0.02 -0.03 -0.144
C -2.142 -1.924 -2.700 0.04 -0.01 -0.03 -0.178
O -0.952 -1.668 -1.930 0.03 -0.05 0.29 -0.294
C 0.215 -2.281 -2.556 0.06 0.07 -0.03 -0.208
C 1.252 -2.693 -1.539 -0.01 0.00 0.02 -0.044
H -4.231 -1.542 -2.691 0.01 0.03 0.00 0.147
H -5.254 -0.091 -0.934 0.07 0.16 0.03 0.163
H -3.582 -2.041 -1.130 -0.01 0.02 0.00 0.103
H -2.014 -1.482 -3.690 0.00 -0.01 0.00 0.127
H -2.245 -3.004 -2.839 0.02 -0.01 0.00 0.132
H 0.617 -1.566 -3.276 0.01 0.01 0.00 0.119
H -0.135 -3.160 -3.102 -0.03 0.01 0.00 0.125
H 1.610 -1.860 -0.937 -0.04 -0.07 -0.05 0.045
H 2.110 -3.101 -2.075 0.00 0.01 -0.01 0.098
H 0.878 -3.465 -0.869 -0.03 -0.03 0.03 0.073
O -1.072 1.405 -0.833 0.20 0.37 0.28 -0.548
```
Positions in Å, forces in eV/Å.

=====

Entry 2:
Molecular formula: C8H16Br2O2
Method: DFT, ωB97M-V/def2-TZVPD

Summary:
SMILES string = CC(C)=O.CC(C)=O.BrCCBr
E_LUMO = 0.528 eV
Total energy = -152731.258 eV
Frontier orbital gap = 9.96 eV

The geometry in XYZ format:
```
28
Properties=species:S:1:pos:R:3:forces:R:3:nbo_charge:R:1
C 1.230 -0.529 0.935 0.97 0.83 3.66 -0.709
C 2.104 0.659 0.978 1.04 -0.64 -3.38 0.614
O 1.614 1.766 0.992 1.13 0.47 1.46 -0.583
C 3.564 0.461 0.525 0.87 1.48 0.95 -0.740
H 0.239 -0.075 0.950 1.45 -1.35 0.74 0.197
H 1.431 -0.870 1.951 -0.16 -1.02 0.28 0.239
H 1.345 -1.251 0.127 1.35 0.07 1.57 0.278
H 3.963 1.475 0.507 0.05 0.16 -0.35 0.229
H 3.738 0.023 -0.458 -0.67 -0.15 0.00 0.234
H 4.277 -0.018 1.196 -0.53 -0.56 0.34 0.234
C -0.290 0.514 -2.767 0.00 -1.36 0.28 -0.735
C -0.222 0.228 -1.293 -0.12 2.14 -0.87 0.653
O 0.131 -0.852 -0.865 -2.60 0.56 -4.31 -0.616
C -0.550 1.497 -0.401 0.06 -2.88 -0.39 -0.718
H 0.486 -0.101 -3.222 0.40 0.60 -0.34 0.244
H -0.355 1.570 -3.029 0.17 -0.31 -0.10 0.233
H -1.168 -0.055 -3.074 -0.51 0.40 -0.25 0.246
H 0.313 2.153 -0.513 -0.71 0.30 -0.13 0.274
H -0.492 0.990 0.563 -0.42 2.19 -0.21 0.204
H -1.550 1.887 -0.587 0.25 0.18 -0.25 0.237
Br -4.560 -0.236 1.478 0.29 -0.30 -0.52 -0.011
C -3.182 -1.249 0.519 1.66 0.12 1.67 -0.452
C -1.741 -1.035 1.134 -1.22 -1.33 -0.96 -0.432
Br -1.372 -2.201 2.742 -0.38 1.07 -1.18 -0.032
H -3.129 -1.031 -0.547 -0.38 0.44 0.17 0.218
H -3.372 -2.316 0.637 -0.38 0.20 -0.01 0.234
H -1.321 -0.033 1.230 -1.57 -0.40 1.19 0.208
H -1.131 -1.368 0.294 -0.02 -0.92 0.95 0.251
```
Positions in Å, forces in eV/Å.

=====

Entry 3:
Molecular formula: C4H11NO
Method: DFT, ωB97M-V/def2-TZVPD

Summary:
SMILES string = CC(N)=O.CC
Energy above the lowest of the compared OMol25 structures with the same formula, charge and spin = 98.9 kJ/mol
E_LUMO = 0.631 eV
Total energy = -7863.528 eV
Frontier orbital gap = 10.13 eV

The geometry in XYZ format:
```
17
Properties=species:S:1:pos:R:3:forces:R:3:nbo_charge:R:1
C -0.610 1.318 0.440 -1.16 0.24 1.40 -0.704
C 0.353 1.327 1.581 0.34 4.17 3.81 0.650
O 0.538 2.237 2.450 -1.04 -1.60 -2.57 -0.642
N 1.119 0.266 1.668 2.38 -3.38 0.33 -0.808
H -1.480 2.089 0.584 1.92 -1.58 -0.56 0.257
H -0.927 0.257 0.492 -0.63 0.68 -0.72 0.216
H 1.870 0.122 2.363 -1.05 0.96 -0.46 0.412
H 0.941 -0.592 1.178 -0.25 0.15 -0.41 0.380
H 0.068 1.439 -0.391 -0.51 0.36 -0.82 0.240
C -0.011 -1.772 -2.445 0.74 -1.09 0.62 -0.604
C -1.238 -2.590 -2.863 -0.05 2.91 -0.50 -0.601
H 0.409 -1.307 -3.292 0.99 0.28 -1.16 0.202
H -0.119 -0.946 -1.766 -1.09 0.40 0.46 0.196
H 0.739 -2.381 -1.905 -0.11 -0.02 -0.67 0.193
H -1.947 -1.819 -3.333 0.68 -1.55 0.38 0.202
H -0.987 -3.406 -3.529 -0.09 0.03 -0.08 0.212
H -1.655 -2.914 -1.957 -1.08 -0.95 0.96 0.201
```
Positions in Å, forces in eV/Å.

=====

Entry 4:
Molecular formula: C7H12NO
Method: DFT, ωB97M-V/def2-TZVPD

Summary:
Charge = +1
SMILES string = C#C[C@@]1(C)[NH2+][C@@H](C)CO1
Energy above the lowest of the compared OMol25 structures with the same formula, charge and spin = 341.7 kJ/mol
E_LUMO = -3.564 eV
Total energy = -10980.883 eV
Frontier orbital gap = 11.25 eV

The geometry in XYZ format:
```
21
Properties=species:S:1:pos:R:3:forces:R:3:nbo_charge:R:1
C 1.839 1.953 -0.130 2.72 0.86 -0.60 -0.082
C 1.127 1.217 0.477 0.27 -0.46 -0.66 -0.176
C 0.353 -1.597 0.472 1.33 -1.22 -1.72 -0.100
C -0.530 -1.189 -0.762 1.79 2.60 1.59 -0.058
C 0.013 0.560 1.066 -0.79 0.81 -0.18 0.464
C 0.218 -1.314 -2.047 -2.51 3.78 -0.61 -0.616
C -0.680 1.527 1.984 0.18 1.74 1.31 -0.665
N -0.935 0.265 -0.479 -0.84 -2.13 2.85 -0.601
O 0.098 -0.688 1.522 0.13 -0.21 -0.46 -0.445
H 2.743 2.469 -0.519 -1.45 -0.42 0.28 0.280
H 0.024 -2.593 0.851 0.66 0.72 -0.34 0.241
H 1.458 -1.638 -0.006 -2.10 0.28 1.92 0.211
H -1.442 -1.662 -0.675 -1.70 -1.55 -0.41 0.212
H 1.091 -0.625 -2.050 -0.69 -0.29 -0.14 0.233
H -0.601 -1.011 -2.812 2.04 -0.97 0.43 0.235
H 0.570 -2.264 -2.048 0.89 -3.07 -0.99 0.236
H -0.724 1.210 3.080 0.33 0.16 -1.62 0.284
H -1.694 1.586 1.633 -0.65 0.32 0.16 0.236
H -0.198 2.601 1.906 -1.04 -2.33 0.21 0.266
H -0.774 0.974 -1.139 0.80 0.91 -1.28 0.424
H -1.955 0.221 -0.324 0.64 0.47 0.27 0.420
```
Positions in Å, forces in eV/Å.

=====

Entry 5:
Molecular formula: C22H26FNO12
Method: DFT, ωB97M-V/def2-TZVPD

Summary:
SMILES string = CCCOC(=O)N(F)CCCCOC(C)=O.O=C1C=C(O)C(=O)C=C1O.O=C1C=C(O)C(=O)C=C1O
E_LUMO = -1.693 eV
Total energy = -52009.838 eV
Frontier orbital gap = 8.18 eV

The geometry in XYZ format:
```
62
Properties=species:S:1:pos:R:3:forces:R:3:nbo_charge:R:1
C 0.717 0.589 -0.957 -0.30 -0.17 -0.21 -0.602
C 0.466 0.168 -2.403 0.24 0.35 0.19 -0.435
C 1.368 0.812 -3.453 -0.30 -0.54 -0.20 -0.058
O 1.835 2.132 -3.136 -0.58 0.31 0.47 -0.544
C 1.206 3.134 -3.801 0.82 0.75 -1.80 0.863
O 1.561 3.521 -4.893 -0.59 -0.65 1.26 -0.547
N 0.118 3.704 -3.101 0.69 -0.57 0.08 -0.067
F -0.307 4.802 -3.843 -0.27 0.14 0.03 -0.232
C 0.437 4.183 -1.762 -0.59 0.07 0.35 -0.254
C -0.727 4.224 -0.755 -0.12 0.33 -0.57 -0.408
C -2.156 4.283 -1.311 -0.12 0.02 0.34 -0.422
C -2.918 2.978 -1.315 0.96 -0.07 0.10 -0.063
O -2.450 2.134 -2.375 -0.53 -0.01 -0.38 -0.518
C -3.371 1.482 -3.124 0.55 -0.39 -1.71 0.797
C -4.607 0.921 -2.466 0.25 0.21 -0.23 -0.744
O -3.147 1.274 -4.306 -0.13 0.23 1.73 -0.566
H 1.365 -0.126 -0.476 0.36 -0.03 0.28 0.206
H 1.126 1.580 -0.860 0.26 0.27 -0.07 0.200
H -0.219 0.574 -0.418 -0.23 -0.04 0.27 0.215
H 0.621 -0.903 -2.453 0.01 -0.30 -0.23 0.206
H -0.558 0.337 -2.684 -0.53 0.27 -0.02 0.212
H 2.225 0.177 -3.617 0.57 0.16 0.03 0.186
H 0.834 0.861 -4.394 -0.06 -0.01 -0.28 0.196
H 1.222 3.553 -1.380 0.31 -0.15 0.06 0.232
H 0.824 5.188 -1.872 0.26 0.24 -0.13 0.207
H -0.587 5.144 -0.204 0.13 0.18 0.30 0.213
H -0.652 3.428 -0.026 0.06 -0.40 0.09 0.206
H -2.723 4.910 -0.629 -0.15 0.24 0.13 0.211
H -2.207 4.771 -2.274 0.06 0.03 -0.35 0.233
H -3.979 3.161 -1.390 -0.29 0.03 -0.11 0.185
H -2.684 2.477 -0.381 -0.29 -0.23 0.32 0.175
H -5.440 1.161 -3.107 -0.38 0.13 -0.07 0.248
H -4.509 -0.155 -2.493 0.08 -0.32 0.08 0.250
H -4.780 1.250 -1.455 -0.08 0.02 0.26 0.216
C 0.161 -3.855 1.322 -0.03 0.31 0.04 -0.397
C 0.000 -5.184 1.376 0.17 0.19 0.15 0.332
C -0.962 -5.905 0.471 -0.33 0.19 -0.37 0.474
O -1.039 -7.113 0.573 0.12 -0.13 0.17 -0.531
C -1.748 -5.120 -0.470 0.02 -0.23 0.06 -0.411
C -1.584 -3.793 -0.521 -0.19 -0.13 -0.19 0.385
C -0.606 -3.083 0.370 0.26 -0.16 0.27 0.461
O -0.502 -1.874 0.242 -0.13 0.03 -0.04 -0.569
O -2.256 -3.005 -1.352 0.05 0.04 0.06 -0.643
O 0.661 -5.962 2.219 -0.04 -0.07 -0.03 -0.617
H 0.847 -3.310 1.960 -0.07 -0.32 -0.09 0.253
H -2.446 -5.645 -1.107 0.00 0.01 -0.02 0.244
H -1.930 -2.101 -1.183 0.04 0.09 -0.01 0.504
H 0.356 -6.871 2.042 -0.02 -0.11 -0.02 0.507
C 3.704 -2.376 4.929 -0.05 -0.07 -0.15 -0.381
C 3.886 -1.469 5.897 0.09 -0.29 -0.06 0.319
C 3.266 -0.102 5.833 -0.27 0.21 -0.33 0.474
O 3.468 0.654 6.762 0.14 -0.03 0.19 -0.533
C 2.468 0.238 4.668 0.06 0.08 0.17 -0.387
C 2.285 -0.665 3.695 -0.06 0.21 0.02 0.325
C 2.889 -2.045 3.775 0.27 -0.23 0.26 0.479
O 2.674 -2.830 2.867 -0.07 0.30 -0.09 -0.552
O 1.564 -0.401 2.614 0.04 -0.14 0.00 -0.622
O 4.615 -1.700 6.977 0.00 0.07 0.06 -0.620
H 4.143 -3.363 4.968 0.00 0.00 0.02 0.245
H 2.039 1.228 4.625 -0.02 0.00 -0.03 0.245
H 1.565 -1.194 2.050 -0.04 -0.02 -0.10 0.509
H 4.576 -0.883 7.509 0.00 0.08 0.07 0.508
```
Positions in Å, forces in eV/Å.